[1]
Entry from the OMol25 dataset: 2 unconnected molecules or ions with the total composition C4H12O2 at a distorted geometry (ωB97M-V/def2-TZVPD).

Each line ends with the Löwdin spin population.
Positions of all 18 atoms, in Å:
C: -1.5056 1.3091 1.4164  0.211
O: -1.8622 1.5067 0.1429  0.369
C: -0.2661 0.2584 1.7025  0.229
C: 0.8444 0.4216 0.6600  0.047
C: 1.4940 -0.9435 0.5244  0.054
H: -1.2983 2.2992 1.8466  0.017
H: -2.3647 0.8804 1.9243  0.040
H: -2.4058 0.7460 -0.1629  0.002
H: -0.7946 -0.6827 1.5034  0.004
H: -0.1231 0.3050 2.7844  0.005
H: 1.5338 1.1974 1.0123  0.000
H: 0.4039 0.7387 -0.2566  0.002
H: 1.6204 -1.5474 1.4118  0.002
H: 2.4588 -0.8357 0.0212  0.017
H: 0.9605 -1.5473 -0.2113  0.000
H: 0.6761 -1.0760 -5.4471  0.000
H: 0.1750 -1.2558 -4.0539  0.000
O: 0.4534 -1.7739 -4.8184  0.000

Atomic forces in eV per Å
C -1.380 2.308 0.338
O 0.108 -0.832 -0.486
C -0.560 -1.667 -0.650
C 0.168 0.819 1.870
C 0.266 -0.611 -1.309
H 0.766 -0.320 -0.146
H 0.118 -0.865 0.605
H 0.128 0.435 -0.176
H 0.111 0.000 0.111
H 0.441 0.365 -0.230
H -0.014 -0.181 -0.238
H -0.051 0.172 -0.742
H 0.084 0.181 0.402
H 0.236 0.266 0.409
H -0.423 -0.081 0.258
H 0.066 -0.269 -0.205
H -0.034 -0.260 0.019
O -0.029 0.540 0.168

Electronic energy = -309.68285 Eh
Gap between HOMO and LUMO (spin up / spin down) = 10.1 / 4.2 eV
⟨S²⟩ = 0.755
LUMO energy (spin up / spin down) = -0.137 / -0.357 Ha
Charge = +1
2S+1 = 2

[2]
Entry from the OMol25 dataset: a molecular structure, C4H12O2Rb at a distorted geometry (ωB97M-V/def2-TZVPD).

Each line ends with the Löwdin spin population.
Positions of all 19 atoms, in Å:
Rb: -12.9977 -12.8884 -20.0363  0.734
C: -15.9563 -11.1247 -18.6041  0.022
C: -15.0554 -11.1570 -17.4267  0.010
O: -14.4982 -12.4624 -17.3407  0.025
H: -16.8407 -11.7316 -18.4098  0.001
H: -15.3144 -11.3201 -19.4630  0.027
H: -16.4279 -10.1431 -18.6503  0.001
H: -15.5730 -11.1267 -16.4679  0.001
H: -14.3001 -10.3734 -17.3660  0.004
H: -15.2157 -13.0433 -17.0769  0.004
C: -10.5923 -12.9198 -15.9461  0.005
C: -10.6752 -13.4274 -17.4241  0.024
O: -10.6244 -12.3651 -18.2376  0.065
H: -11.0582 -11.9378 -15.8647  0.001
H: -9.6047 -12.6720 -15.5571  0.000
H: -11.0643 -13.4946 -15.1493  0.001
H: -11.6636 -13.8327 -17.6408  0.016
H: -9.9302 -14.1691 -17.7118  0.006
H: -10.4711 -12.5916 -19.1578  0.053

Atomic forces in eV per Å
Rb -0.186 -0.085 -0.073
C -0.575 1.459 0.474
C -0.563 -0.729 1.918
O 1.402 -0.561 -0.448
H 0.408 -0.795 -0.589
H -0.885 -0.154 -0.375
H 0.331 0.379 -0.513
H -0.572 1.010 -0.059
H 0.313 -0.360 -0.448
H 0.055 -0.151 -0.006
C 0.076 0.517 -0.067
C -0.779 -1.773 2.257
O 0.722 3.828 -1.767
H -0.454 0.000 -0.462
H 0.460 -0.480 -0.527
H -0.119 -0.574 -0.495
H -0.268 -1.056 0.888
H 0.168 -0.210 0.471
H 0.467 -0.267 -0.180

Electronic energy = -334.04359 Eh
Gap between HOMO and LUMO (spin up / spin down) = 3.6 / 10.4 eV
⟨S²⟩ = 0.750
LUMO energy (spin up / spin down) = 0.004 / 0.003 Ha
2S+1 = 2

[3]
Entry from the OMol25 dataset: a single C4H12O2Si molecule at a distorted geometry (ωB97M-V/def2-TZVPD).

Each line ends with the natural charge from an NBO analysis.
Positions of all 19 atoms, in Å:
C: 1.6472 -0.0928 -2.5741  -0.639
C: -0.2777 -1.2903 1.6778  -1.087
C: -2.4655 0.7083 0.6410  -1.149
C: 1.6681 0.1499 -1.0703  -0.058
O: 0.4979 0.8929 -0.7846  -0.309
O: 0.3784 1.4717 0.6097  -0.608
Si: -0.7597 0.5746 1.4612  1.610
H: 2.2792 0.6911 -3.0654  0.230
H: 2.3356 -0.9689 -2.7468  0.221
H: 0.6356 -0.2986 -2.7806  0.233
H: -0.5027 -1.8700 0.8213  0.232
H: 0.6612 -1.3183 2.0277  0.223
H: -1.0068 -1.7537 2.4644  0.235
H: -3.2288 -0.1159 0.9998  0.242
H: -3.0302 1.7019 0.9083  0.249
H: -2.4431 0.5253 -0.4107  0.250
H: 2.4861 0.6765 -0.7440  0.176
H: 1.7037 -0.8006 -0.3204  0.150
H: -0.5785 1.1169 2.8857  -0.200

Atomic forces in eV per Å
C 3.473 -0.583 1.345
C -5.274 1.204 0.674
C -2.439 0.145 2.419
C -1.082 -2.603 2.641
O -1.593 0.862 0.577
O 1.204 -0.882 -1.473
Si -0.354 -1.429 0.582
H -1.664 -0.126 0.023
H -1.158 0.325 0.118
H -0.973 0.023 -1.342
H 0.370 -0.570 -1.120
H 3.521 -0.578 1.099
H 1.307 1.028 -1.018
H 1.656 1.384 -0.265
H 1.239 -1.693 -0.802
H 0.285 0.345 -0.847
H 2.174 1.561 0.485
H -0.335 1.514 -2.120
H -0.355 0.073 -0.977

Structure (SMILES) = CCOO[SiH](C)C
Electronic energy = -599.46759 Eh
Gap between HOMO and LUMO = 10.9 eV
LUMO energy = 0.033 Ha

[4]
Entry from the OMol25 dataset: a molecular structure, C4H12O2Sn at a distorted geometry (ωB97M-V/def2-TZVPD).

Each line ends with the natural charge from an NBO analysis.
Positions of all 19 atoms, in Å:
Sn: -2.5913 -1.7335 0.1479  1.601
C: 2.7886 -5.1385 -4.2138  -0.626
C: 2.4891 -4.3270 -2.9164  -0.074
O: 1.8260 -3.0840 -3.1988  -0.669
H: 3.4555 -5.9605 -3.9538  0.236
H: 3.3624 -4.5275 -4.9106  0.213
H: 1.8947 -5.4504 -4.7540  0.223
H: 3.4511 -4.1401 -2.4393  0.190
H: 1.9737 -5.0160 -2.2473  0.184
H: 2.3637 -2.5252 -3.7647  0.488
C: -2.1455 5.5536 3.7640  -0.623
C: -2.8078 4.1771 3.3214  -0.067
O: -1.7957 3.2660 3.0487  -0.625
H: -1.7209 6.0335 2.8822  0.229
H: -1.4102 5.4710 4.5644  0.221
H: -2.9081 6.2158 4.1740  0.237
H: -3.5071 4.3122 2.4963  0.193
H: -3.4078 3.7825 4.1413  0.187
H: -1.3103 3.0910 3.8582  0.484

Atomic forces in eV per Å
Sn 0.095 0.062 -0.035
C 0.335 0.850 0.181
C 0.885 -0.441 -1.438
O -0.722 -0.993 0.964
H -0.321 -0.240 -0.005
H 0.046 0.158 -0.016
H -0.035 -0.190 0.343
H 0.172 0.247 0.053
H -0.812 0.790 0.111
H 0.379 -0.172 -0.132
C -1.013 -0.302 -0.310
C 0.193 1.580 1.374
O 0.188 -0.905 -1.119
H 0.171 -0.110 0.110
H 0.133 -0.419 -0.210
H -0.226 -0.054 -0.157
H 0.557 -0.101 -0.333
H -0.165 0.139 0.406
H 0.140 0.100 0.215

Electronic energy = -523.49927 Eh
Gap between HOMO and LUMO = 2.2 eV
LUMO energy = -0.474 Ha
Charge = +2

[5]
Entry from the OMol25 dataset: 3 unconnected molecules or ions with the total composition C4H12O3 (ωB97M-V/def2-TZVPD).

Each line ends with the natural charge from an NBO analysis.
Positions of all 19 atoms, in Å:
O: 1.9260 -1.5401 -1.2080  -0.515
C: 1.1812 -1.0378 -0.4078  0.436
C: 1.1825 0.4125 -0.0540  -0.500
C: -0.0708 1.1393 -0.5566  -0.390
C: -1.3634 0.5284 -0.0039  -0.624
H: 0.4494 -1.6758 0.1202  0.103
H: 1.2684 0.4744 1.0434  0.204
H: 2.0822 0.8871 -0.4500  0.228
H: -0.0024 2.1667 -0.1990  0.211
H: -0.0496 1.0750 -1.6437  0.217
H: -2.1719 1.2478 0.1383  0.212
H: -1.2538 0.0709 0.9749  0.201
H: -1.8017 -0.2018 -0.6884  0.216
H: 2.6018 -0.9423 4.6880  0.469
H: 1.6448 -0.6785 3.5429  0.464
O: 1.7268 -0.5907 4.4980  -0.933
H: -4.1150 1.6402 -3.0142  0.467
H: -4.1652 0.6194 -1.9354  0.465
O: -3.7121 0.7989 -2.7674  -0.930

Atomic forces in eV per Å
O 0.070 -0.045 -0.114
C 0.209 -0.222 -0.118
C 0.332 0.246 0.387
C -0.097 -0.355 0.758
C -0.742 -0.039 -0.287
H -0.150 0.019 0.045
H -0.273 0.068 -0.138
H -0.029 -0.148 -0.157
H 0.068 0.113 -0.412
H -0.177 0.407 -0.013
H 0.221 0.341 -0.163
H 0.292 -0.183 0.113
H 0.263 -0.194 0.100
H 0.013 0.002 0.082
H -0.052 0.012 0.041
O 0.043 -0.021 -0.130
H 0.199 -0.034 -0.268
H 0.154 -0.276 0.021
O -0.345 0.310 0.254

Structure (SMILES) = CCCC=O.O.O
Electronic energy = -385.29650 Eh
Gap between HOMO and LUMO = 10.4 eV
LUMO energy = 0.022 Ha

[6]
Entry from the OMol25 dataset: 3 unconnected molecules or ions with the total composition C4H12O3 at a distorted geometry (ωB97M-V/def2-TZVPD).

Each line ends with the natural charge from an NBO analysis.
Positions of all 19 atoms, in Å:
C: -2.0682 0.8449 -1.5469  -0.667
C: 0.4731 0.8285 1.4659  -0.108
O: 1.8303 0.4345 1.3274  -0.743
C: -0.0993 1.0456 0.0959  -0.230
C: -1.3493 0.7568 -0.2223  -0.171
H: -1.9519 1.7668 -2.2047  0.229
H: -1.5198 0.1615 -2.1760  0.225
H: -3.0804 0.4060 -1.4460  0.222
H: 0.0882 -0.1052 1.9662  0.191
H: 0.1358 1.6677 2.0841  0.193
H: 2.4285 1.1879 1.6247  0.481
H: 0.5467 1.4069 -0.6808  0.199
H: -1.9463 0.1147 0.4450  0.180
H: 2.9437 -0.6118 -0.9553  0.470
H: 3.2640 -0.8603 0.6258  0.498
O: 3.5418 -1.0325 -0.3524  -0.969
H: -0.2609 -2.7050 -0.2217  0.490
H: -1.8464 -2.3414 0.0698  0.480
O: -1.1294 -2.9657 0.1014  -0.968

Atomic forces in eV per Å
C 0.750 0.268 -0.978
C -1.064 -2.208 -0.178
O 1.932 2.735 1.273
C -0.794 -0.313 0.033
C -0.984 -0.907 -0.022
H -0.702 -0.645 1.449
H 0.041 -0.762 -0.435
H 0.416 0.899 -0.322
H -0.602 1.041 -0.602
H 1.174 0.113 0.283
H -1.062 -1.450 -0.678
H 0.460 0.628 -0.065
H 0.331 0.744 0.413
H -0.707 0.503 0.157
H 0.192 -0.192 -3.147
O 0.589 -0.469 2.816
H -0.653 0.778 -0.081
H 0.456 0.786 -0.414
O 0.229 -1.550 0.501

Structure (SMILES) = C/C=C/CO.O.O
Electronic energy = -385.24561 Eh
Gap between HOMO and LUMO = 10.1 eV
LUMO energy = 0.020 Ha

[7]
Entry from the OMol25 dataset: a molecular structure, C4H12O3 at a distorted geometry (ωB97M-V/def2-TZVPD).

Each line ends with the natural charge from an NBO analysis.
Positions of all 19 atoms, in Å:
O: -0.0039 -1.3409 -1.1397  -0.535
O: 0.1500 0.7755 0.9104  -0.507
C: -0.8704 -2.2847 -1.6994  -0.244
C: 0.4943 1.8823 1.6776  -0.260
C: -0.5093 -0.0258 -1.1265  -0.071
C: 0.3908 1.0407 -0.4337  -0.092
H: -1.2270 -2.0374 -2.7135  0.161
H: -1.7393 -2.3256 -1.0212  0.167
H: -0.3976 -3.2809 -1.7260  0.201
H: 1.5084 2.2852 1.5165  0.179
H: 0.4085 1.5551 2.7275  0.210
H: -0.2370 2.6886 1.4995  0.181
H: -0.6827 0.3278 -2.1611  0.158
H: -1.4820 -0.0108 -0.5982  0.174
H: 0.0070 2.0227 -0.7711  0.183
H: 1.4456 0.9614 -0.7604  0.195
O: 0.7318 -1.1012 1.9308  -0.994
H: 1.4185 -0.7929 2.5645  0.437
H: 0.5942 -0.3390 1.3239  0.456

Atomic forces in eV per Å
O 1.287 0.732 -0.065
O -0.205 3.933 -1.675
C -0.881 -0.244 0.498
C -0.254 0.853 1.866
C -0.220 0.525 -0.966
C -1.252 -1.778 -2.226
H 0.234 0.149 0.171
H -0.122 -0.347 -0.394
H 0.027 0.615 0.122
H -0.208 -0.389 -0.220
H 0.068 0.296 -0.347
H 0.268 -0.151 0.078
H -0.038 -0.223 0.116
H 0.244 0.088 -0.154
H 0.078 -0.259 0.462
H -0.275 -0.092 0.514
O 1.647 -1.825 2.118
H -0.721 -0.592 -0.645
H 0.323 -1.290 0.746

Electronic energy = -385.23042 Eh
Gap between HOMO and LUMO = 10.5 eV
LUMO energy = 0.030 Ha